C21H21F7O21 | ωB97M-V/def2-TZVPD

Output
structure (SMILES): O=C1OC[C@@H](F)O1.O=C1OC[C@@H](F)O1.O=C1OC[C@@H](F)O1.O=C1OC[C@@H](F)O1.O=C1OC[C@@H](F)O1.O=C1OC[C@@H](F)O1.O=C1OC[C@@H](F)O1
highest occupied orbital energy: -10.73 eV
energy relative to the best compared isomer or geometry (same formula, charge and spin): 1.790 eV
gap between HOMO and LUMO: 0.4047 hartree
energy: -84137.3934 eV

The geometry in XYZ format:
```
70
C21H21F7O21 | OMol25 | ωB97M-V/def2-TZVPD
C 2.892 -0.167 4.305
C 2.131 1.052 3.568
O 0.827 0.496 3.228
C 0.928 -0.884 3.377
O 0.041 -1.595 3.052
O 2.104 -1.284 3.899
F 2.728 1.294 2.330
H 2.831 -0.077 5.370
H 3.881 -0.355 3.933
H 2.042 2.044 4.105
C -3.025 4.056 -1.572
C -3.346 3.543 -3.000
O -2.193 2.775 -3.397
C -1.149 3.178 -2.533
O -0.026 2.949 -2.754
O -1.602 3.874 -1.524
F -3.435 4.653 -3.773
H -3.480 3.525 -0.762
H -3.171 5.180 -1.562
H -4.260 2.969 -3.109
C -0.328 -1.216 -5.160
C 1.154 -1.609 -4.894
O 1.170 -3.022 -5.037
C -0.107 -3.472 -5.310
O -0.382 -4.593 -5.503
O -1.017 -2.460 -5.202
F 1.317 -1.205 -3.529
H -0.540 -0.724 -6.076
H -0.667 -0.588 -4.289
H 2.079 -1.188 -5.437
C 5.413 0.988 -0.641
C 6.516 0.030 -0.767
O 7.028 -0.032 0.506
C 6.859 1.253 1.060
O 7.483 1.612 1.974
O 5.940 1.954 0.347
F 7.552 0.572 -1.546
H 4.578 0.459 -0.073
H 5.161 1.471 -1.591
H 6.422 -1.028 -1.109
C 0.095 1.740 0.306
C -0.574 0.470 0.020
O 0.504 -0.454 -0.186
C 1.624 0.284 -0.461
O 2.607 -0.249 -0.918
O 1.559 1.509 0.023
F -1.211 0.416 -1.239
H 0.114 1.929 1.361
H -0.231 2.546 -0.295
H -1.221 0.069 0.770
C -3.184 -4.234 -0.419
C -2.610 -5.324 0.511
O -2.866 -4.803 1.812
C -3.293 -3.529 1.657
O -3.476 -2.879 2.669
O -3.461 -3.102 0.402
F -1.239 -5.329 0.288
H -4.096 -4.641 -0.895
H -2.429 -3.934 -1.182
H -2.935 -6.403 0.458
C -3.480 0.121 3.463
C -3.561 1.348 4.416
O -3.647 2.393 3.469
C -3.175 2.028 2.289
O -2.994 2.774 1.377
O -2.980 0.699 2.241
F -2.448 1.556 5.124
H -4.442 -0.170 3.192
H -2.897 -0.720 3.734
H -4.403 1.458 5.110
```

Atomic partial charges in e from the Löwdin method, atoms 1 to 4:
1 C -0.014
2 C -0.185
3 O 0.075
4 C -0.535